{
  "formula": "C10H32CoO10",
  "method": "wB97M-V/def2-TZVPD",
  "elements": ["Co", "O", "O", "O", "O", "O", "O", "O", "O", "O", "O", "C", "C", "C", "C", "C", "C", "C", "C", "C", "C", "H", "H", "H", "H", "H", "H", "H", "H", "H", "H", "H", "H", "H", "H", "H", "H", "H", "H", "H", "H", "H", "H", "H", "H", "H", "H", "H", "H", "H", "H", "H", "H"],
  "xyz": [[-1.0738, -1.1309, 2.8559], [-3.1142, -0.9184, 2.3074], [-0.1320, -1.5779, 1.0839], [-1.7672, -3.0845, -0.5111], [4.1608, -0.2145, 0.3996], [-1.2553, 2.3996, 0.7259], [2.1090, 2.2413, 2.3056], [1.4765, -0.3161, 0.2643], [0.0882, 0.2745, 1.8031], [1.6932, -3.5738, 0.5105], [1.4106, -0.0530, -2.4168], [-2.6898, -3.4186, -2.6430], [4.7714, 0.1230, -0.8058], [1.1206, 1.3240, -2.3930], [1.9056, -3.6487, -0.8848], [-1.5609, 3.2591, 1.8261], [2.5296, 3.0635, 1.2231], [-3.4500, -0.3148, 1.0671], [-2.0077, -2.4078, -1.7431], [-2.9057, 3.8953, 1.5357], [0.4798, -0.5124, 0.9264], [1.1052, -4.2186, -1.3567], [-0.6960, 1.7163, 1.1025], [1.7373, 1.9323, -1.7314], [-3.3830, -2.8510, -3.2638], [-1.1023, -2.0770, -2.2519], [0.0932, 1.5292, -2.0925], [1.2835, 1.8092, -3.3554], [-3.7054, -1.0557, 0.3095], [-1.5336, 2.6601, 2.7364], [-1.1913, -2.5770, 0.0654], [2.8794, -4.0452, -1.1724], [-3.5548, 3.0916, 1.1880], [3.0439, 3.9576, 1.5755], [4.0433, 0.7322, -1.3415], [-3.3478, 4.3542, 2.4200], [1.5340, 1.5946, 1.8899], [1.0265, -2.8971, 0.6491], [-4.2606, 0.4067, 1.1685], [-2.5916, 0.2641, 0.7262], [3.2013, 2.4082, 0.6686], [1.9027, -2.6275, -1.2657], [-2.0214, -3.9285, -3.3367], [3.2039, -0.1615, 0.3442], [-3.2447, -4.1161, -2.0155], [-2.8676, 4.6388, 0.7395], [-3.8451, -1.4159, 2.6816], [-0.7465, 3.9808, 1.8887], [1.6632, 3.2613, 0.5920], [5.6620, 0.7115, -0.5854], [-2.7181, -1.6010, -1.5629], [5.1090, -0.7387, -1.3815], [1.5325, -0.1470, -1.4692]],
  "forces_ev_per_angstrom": [[0.88, 1.16, -3.16], [1.14, -0.42, 1.29], [-3.15, -5.87, 0.21], [-0.15, -0.20, -0.05], [0.50, -0.53, 1.16], [-0.39, 0.09, -0.04], [-0.25, 0.64, 0.56], [0.18, 0.23, -1.62], [-2.38, 4.39, 4.66], [0.55, -0.73, 0.27], [0.13, 0.84, 0.00], [-0.40, 0.49, -0.41], [-0.28, 0.57, 0.04], [-0.35, 1.22, -0.80], [-0.27, 0.83, -0.20], [0.35, 0.11, -0.83], [0.07, -1.28, -0.11], [-0.14, 0.78, -1.42], [-0.16, -1.02, 0.15], [-0.06, -0.21, 0.26], [3.22, 0.39, -0.03], [0.03, -0.13, -0.22], [0.43, -0.28, -0.16], [0.37, -0.35, 0.44], [-0.25, -0.24, -0.17], [0.16, 0.44, 0.41], [-0.29, -0.06, -0.01], [-0.13, -0.40, -0.34], [0.07, -0.13, 0.22], [-0.32, 0.11, 0.31], [0.32, 0.27, -0.20], [-0.02, -0.32, 0.53], [-0.22, 0.05, 0.06], [-0.22, -0.09, 0.01], [0.41, 0.05, -0.76], [0.03, 0.04, 0.01], [-0.05, -0.34, 0.31], [0.01, 0.01, 0.02], [-0.10, -0.17, 0.32], [0.08, -0.14, 0.10], [0.45, 0.55, -0.52], [-0.11, 0.05, -0.42], [0.10, -0.19, 0.35], [0.00, -0.13, -0.15], [0.00, -0.10, -0.22], [0.21, -0.04, 0.04], [-0.15, -0.05, -0.07], [-0.10, 0.30, 0.29], [0.06, 0.60, -0.15], [0.03, 0.20, -0.06], [0.23, 0.45, -0.11], [-0.28, -0.18, -0.18], [0.18, -1.29, 0.40]],
  "nbo_charge": [1.519, -0.811, -0.859, -0.767, -0.755, -0.764, -0.747, -0.732, -0.854, -0.750, -0.741, -0.622, -0.237, -0.261, -0.252, -0.063, -0.257, -0.274, -0.069, -0.626, 0.972, 0.157, 0.489, 0.160, 0.200, 0.190, 0.156, 0.172, 0.205, 0.146, 0.489, 0.177, 0.199, 0.178, 0.162, 0.208, 0.477, 0.477, 0.193, 0.231, 0.176, 0.173, 0.212, 0.495, 0.216, 0.218, 0.515, 0.176, 0.161, 0.161, 0.133, 0.157, 0.492],
  "e_above_lowest_ev": 1.7767,
  "e_lumo_ha": [-0.1085, -0.1105],
  "homo_ev": [-9.0, -9.0],
  "orbital_gap_ev": [6.015, 5.960],
  "multiplicity": 4,
  "s_squared": 3.7580
}